# C44H31CrN10O3S

A molecular structure, C44H31CrN10O3S (ωB97M-V with the def2-TZVPD basis set, the OMol25 dataset).

Cartesian coordinates (Å):
Cr  -1.46170  1.47547  1.12707
S  -0.92040  -0.80139  0.20342
O  -2.55071  1.06009  -0.43435
O  1.00346  -3.60759  -4.78901
O  0.31066  1.92894  -0.71089
N  0.62806  -2.19591  -3.04254
N  -0.56936  2.75214  0.02758
N  0.60577  0.27258  -2.24468
N  1.47623  0.11104  2.24316
N  1.93381  -2.96546  -1.21824
N  -2.28250  3.04434  1.88704
N  0.75244  -0.67469  0.03517
N  -2.31893  4.28413  -0.14616
N  -2.14072  2.48130  4.20803
N  -0.59984  1.16711  2.85301
C  -0.82627  0.70881  6.47719
C  -1.84966  4.18226  -4.38561
C  -2.57150  4.13933  1.17028
C  -1.42029  3.50749  -0.71020
C  3.75991  -0.02074  -1.94730
C  0.43704  0.36099  3.11209
C  -1.60470  0.38462  -1.12868
C  -4.22945  6.51478  4.17523
C  2.32980  -4.31306  -1.59995
C  -1.38053  2.98807  -4.91765
C  0.46962  0.07087  4.50979
C  -2.55479  3.24812  3.23672
C  -0.64704  -4.29574  -3.22843
C  0.40874  -3.36773  -3.76245
C  3.82929  -4.50756  -1.42862
C  -3.20392  4.54230  3.33673
C  -0.88256  2.18593  -2.71552
C  0.03364  -0.04747  7.23319
C  -3.70887  6.38044  1.81408
C  -1.36133  3.38538  -2.17937
C  4.12384  0.41991  0.81839
C  1.26244  -2.05448  -1.94634
C  -3.20319  5.10514  2.04950
C  4.99134  0.36876  -1.43940
C  1.11870  -0.74265  6.64887
C  -1.84761  4.38140  -3.01519
C  -1.42635  -3.97643  -2.12178
C  1.61258  -0.14973  1.00928
C  2.90153  0.01873  0.30359
C  4.25394  -5.92092  -1.80109
C  -0.90117  1.98614  -4.08541
C  -0.37960  1.17712  -1.71100
C  -1.25687  1.49486  4.04701
C  1.29997  -0.62778  -1.33661
C  -2.52906  -6.10354  -2.28449
C  -0.81681  -5.52124  -3.86604
C  -0.61110  0.76869  5.09139
C  2.72419  -0.19716  -1.04910
C  -3.71497  5.25676  4.41761
C  1.34880  -0.68767  5.29747
C  -1.75417  -6.42378  -3.39185
C  5.17285  0.58272  -0.07226
C  -4.22874  7.07531  2.88727
C  -2.36783  -4.87997  -1.65091
H  6.14313  0.89254  0.29282
H  4.10474  -4.29503  -0.39044
H  4.35052  -3.77452  -2.04933
H  -1.30534  -3.02121  -1.63131
H  -1.64877  1.24956  6.92595
H  2.18391  -1.20847  4.84674
H  2.06048  -4.48580  -2.63866
H  -4.64018  7.08964  4.99558
H  -0.52705  1.06513  -4.51381
H  -3.70387  4.83054  5.41172
H  -3.26322  -6.80909  -1.91708
H  3.74599  -6.66158  -1.18068
H  -2.22272  4.95655  -5.04257
H  2.36420  -2.60747  -0.37825
H  4.01358  -6.13797  -2.84333
H  5.32689  -6.05721  -1.67112
H  -1.38444  2.83608  -5.98902
H  1.77727  -5.04293  -1.00096
H  -4.63883  8.06583  2.74113
H  -2.97605  -4.62584  -0.79255
H  3.61092  -0.17067  -3.00930
H  -0.20545  -5.74571  -4.72965
H  -0.11249  -0.11277  8.30399
H  5.82381  0.51791  -2.11469
H  -2.22608  5.29391  -2.57573
H  4.23486  0.60529  1.87838
H  0.27275  -0.28583  -3.04440
H  -2.02434  -0.19608  -1.95991
H  1.77707  -1.32040  7.28466
H  -3.69413  6.80408  0.81860
H  -1.88327  -7.37791  -3.88582

Summary:
* strongest force on any atom: 0.57 eV/Å
* relative energy (zero: lowest compared OMol25 entry of this formula, charge and spin): 0.00 kcal/mol
* multiplicity: 4
* E_LUMO (spin up / spin down): -0.968 / -0.905 eV